# 1
{"formula": "C2H5BrOS", "method": "wB97M-V/def2-TZVPD", "largest_force_ha_per_bohr": 0.091, "homo_energy_ev": [-8.068, -8.017], "homo_lumo_gap_ev": [7.45, 7.26], "total_charge": 0, "relative_energy_kcal_mol": 59.9, "elements": ["C", "C", "O", "S", "Br", "H", "H", "H", "H", "H"], "xyz": [[-0.4096, 1.2712, -0.4738], [-0.5565, -2.0156, 0.5832], [0.6022, -2.6895, 0.5058], [-0.5400, -0.2333, -1.4002], [-2.1615, -2.9009, 0.2704], [0.6214, 1.2040, -0.1125], [-1.1333, 1.3423, 0.3770], [-0.3679, 2.2016, -1.1210], [-0.6101, -1.2459, 1.4574], [0.6404, -3.2995, -0.1595]]}

---

# 2
{"formula": "F2INO3S", "method": "wB97M-V/def2-TZVPD", "largest_force_ha_per_bohr": 0.076, "homo_energy_ev": -10.361, "homo_lumo_gap_ev": 8.78, "total_charge": 0, "relative_energy_kcal_mol": 0.0, "elements": ["N", "O", "O", "O", "F", "F", "S", "I"], "xyz": [[-0.1161, -1.0691, -0.0991], [0.6507, 1.0953, -1.2227], [-1.5914, 1.0545, -0.2823], [0.5137, 1.0403, 1.3112], [-1.2314, -1.5099, 0.5444], [-0.3289, -1.5632, -1.3747], [-0.2483, 0.6352, -0.2370], [2.3518, 0.3169, 1.3602]]}

---

# 3
{"formula": "C2H6O2", "method": "wB97M-V/def2-TZVPD", "largest_force_ha_per_bohr": 0.011, "homo_energy_ev": [-12.496, -12.496], "multiplicity": 2, "homo_lumo_gap_ev": [4.52, 1.09], "total_charge": 1, "relative_energy_kcal_mol": 67.6, "elements": ["C", "O", "H", "H", "H", "H", "O", "C", "H", "H"], "xyz": [[-1.3828, -1.9249, 0.2676], [-2.7003, -2.4554, 0.1885], [-1.1919, -1.2100, -0.5339], [-1.2999, -1.3830, 1.2005], [-0.6539, -2.7327, 0.2214], [-3.0020, -2.4124, -0.7204], [2.4747, 1.8661, -0.3096], [2.5798, 3.0385, -0.1693], [1.9075, 3.4990, 0.5956], [3.2688, 3.7149, -0.7404]]}

---

# 4
{"formula": "C32H31N4O5SZr", "method": "wB97M-V/def2-TZVPD", "largest_force_ha_per_bohr": 0.016, "homo_energy_ev": -3.516, "homo_lumo_gap_ev": 5.84, "total_charge": -1, "relative_energy_kcal_mol": 23.6, "elements": ["Zr", "N", "C", "S", "N", "N", "C", "C", "C", "C", "C", "C", "C", "O", "H", "H", "H", "H", "H", "H", "H", "C", "N", "C", "C", "C", "C", "C", "C", "C", "C", "H", "H", "H", "H", "H", "H", "H", "H", "H", "H", "H", "H", "C", "C", "O", "C", "C", "C", "C", "C", "C", "O", "H", "H", "H", "H", "H", "H", "H", "O", "C", "O", "C", "C", "C", "C", "C", "C", "H", "H", "H", "H", "H"], "xyz": [[0.3240, 0.5402, 0.5473], [4.1763, -1.8918, 1.0106], [2.9257, -1.3825, 0.4235], [1.8315, -1.0169, 1.8565], [3.3148, -0.1949, -0.3175], [2.4116, 0.7267, -0.3021], [2.5155, 1.8052, -1.0616], [1.7621, 3.0316, -0.8449], [1.8062, 4.0583, -1.7992], [1.1700, 5.2730, -1.6089], [0.4536, 5.5112, -0.4398], [0.3798, 4.5184, 0.5274], [1.0163, 3.3000, 0.3280], [0.8712, 2.3205, 1.2371], [3.9853, -2.7778, 1.4691], [4.8242, -2.0811, 0.2526], [3.3247, 1.8202, -1.7912], [2.3674, 3.8858, -2.7117], [1.2379, 6.0367, -2.3742], [-0.0502, 6.4553, -0.2830], [-0.1947, 4.6396, 1.4356], [-1.5281, -2.4875, 1.7663], [-0.7627, -2.5031, 0.5337], [-1.5998, -2.9759, -0.5532], [0.4059, -3.3742, 0.7154], [1.3698, -3.3500, -0.4418], [1.2064, -4.3560, -1.4015], [2.0174, -4.4699, -2.5133], [3.0328, -3.5363, -2.6857], [3.2116, -2.5474, -1.7377], [2.4109, -2.4357, -0.5941], [-1.8526, -3.5052, 2.0487], [-2.4059, -1.8536, 1.6558], [-0.9108, -2.0809, 2.5676], [-2.0183, -3.9794, -0.3445], [-1.0325, -3.0262, -1.4762], [-2.4326, -2.2824, -0.6967], [0.0586, -4.4182, 0.8444], [0.9092, -3.0799, 1.6354], [0.4003, -5.0661, -1.2560], [1.8549, -5.2644, -3.2316], [3.6861, -3.5790, -3.5485], [3.9972, -1.8158, -1.8738], [-2.2841, 3.1775, -2.0891], [-1.5020, 1.9293, -1.7794], [-1.1718, 1.7572, -0.5994], [-1.1455, 0.9852, -2.8178], [-1.5801, 1.1777, -4.1450], [-1.2891, 0.2729, -5.1325], [-0.5406, -0.8691, -4.8075], [-0.0909, -1.0917, -3.5333], [-0.3707, -0.1644, -2.4977], [0.0872, -0.4006, -1.3112], [-2.5177, 3.6733, -1.1512], [-3.1943, 2.9606, -2.6450], [-1.6641, 3.8397, -2.6961], [-2.1557, 2.0604, -4.3859], [-1.6282, 0.4350, -6.1464], [-0.3052, -1.5906, -5.5812], [0.5041, -1.9598, -3.2783], [-2.2670, 2.3243, 2.1953], [-1.8196, 1.2995, 2.6761], [-1.1666, 0.3872, 2.0237], [-2.0074, 0.9680, 4.1363], [-1.2687, -0.0348, 4.7499], [-1.4500, -0.3053, 6.0977], [-2.3768, 0.4194, 6.8343], [-3.1133, 1.4256, 6.2249], [-2.9224, 1.7041, 4.8823], [-0.5427, -0.5852, 4.1651], [-0.8621, -1.0787, 6.5737], [-2.5206, 0.2050, 7.8863], [-3.8344, 1.9937, 6.7994], [-3.4710, 2.4937, 4.3861]]}

---

# 5
{"formula": "C14H23Br15FO9", "method": "wB97M-V/def2-TZVPD", "largest_force_ha_per_bohr": 0.050, "homo_energy_ev": -7.477, "homo_lumo_gap_ev": 9.33, "total_charge": -1, "elements": ["F", "C", "Br", "Br", "Br", "H", "C", "Br", "Br", "Br", "H", "C", "Br", "Br", "Br", "H", "C", "Br", "Br", "Br", "H", "C", "Br", "Br", "Br", "H", "C", "O", "C", "O", "O", "C", "H", "H", "H", "H", "H", "H", "C", "O", "C", "O", "O", "C", "H", "H", "H", "H", "H", "H", "C", "O", "C", "O", "O", "C", "H", "H", "H", "H", "H", "H"], "xyz": [[-0.1285, -1.6990, 1.2275], [1.1339, 0.9531, 1.9676], [1.5858, 1.1843, 3.7811], [2.5085, 1.8303, 0.8771], [-0.6203, 1.8599, 1.7027], [1.0041, -0.1388, 1.7020], [2.8383, -2.9054, 2.9339], [2.9319, -4.6996, 2.1792], [4.1814, -1.9286, 1.9460], [3.1525, -2.9211, 4.8177], [1.8335, -2.5101, 2.6692], [-1.6514, -2.3073, 3.4259], [-3.4431, -2.8669, 3.2074], [-0.7900, -3.5476, 4.6560], [-1.7211, -0.6166, 4.4753], [-1.1436, -2.1672, 2.3742], [-4.6035, -0.8141, -2.8252], [-4.2120, 1.0291, -3.3093], [-4.7888, -1.8221, -4.4014], [-6.1811, -0.7111, -1.7196], [-3.7556, -1.1964, -2.2919], [-0.9079, -3.8468, -0.4897], [-0.1473, -3.9560, -2.2439], [-0.9611, -5.6209, 0.2391], [-2.6794, -3.1073, -0.6382], [-0.3115, -3.2083, 0.1609], [0.2757, -0.1083, -1.8273], [0.3924, 1.2581, -2.2656], [1.1665, 1.4439, -3.3433], [1.8316, 0.5761, -3.9136], [1.3039, 2.7031, -3.7044], [0.8363, 3.7937, -2.8596], [0.9659, -0.8106, -2.3086], [-0.6838, -0.5204, -2.0996], [0.2738, -0.0274, -0.7231], [1.2954, 3.7065, -1.8490], [-0.2395, 3.6912, -2.8025], [1.2644, 4.6964, -3.3165], [-2.9778, 3.8541, 3.4180], [-3.4903, 2.6689, 2.7795], [-4.2175, 2.8505, 1.7047], [-4.5035, 3.8869, 1.2242], [-4.7357, 1.7263, 1.2189], [-4.3263, 0.4404, 1.8558], [-2.5646, 3.5690, 4.3793], [-3.7146, 4.6143, 3.5127], [-2.1635, 4.3164, 2.8501], [-3.5412, -0.0572, 1.2306], [-5.1998, -0.2096, 1.8653], [-3.9686, 0.5442, 2.9045], [5.1546, 1.5529, -2.0507], [4.5716, 0.2672, -1.7886], [5.3001, -0.8122, -2.1207], [6.4448, -0.7477, -2.4239], [4.6028, -1.9366, -2.0308], [3.1603, -1.7320, -1.9170], [4.3585, 2.3063, -2.1734], [5.7702, 1.4987, -2.9604], [5.8246, 1.7927, -1.2329], [2.8725, -1.3212, -0.9982], [2.6911, -2.7228, -2.0082], [2.8462, -1.0174, -2.6494]]}

---

# 6
{"formula": "C5H8S", "method": "wB97M-V/def2-TZVPD", "largest_force_ha_per_bohr": 0.062, "homo_energy_ev": -8.474, "homo_lumo_gap_ev": 8.61, "smiles": "C[C@@H]1C[C@H]1C=S", "total_charge": 0, "relative_energy_kcal_mol": 39.9, "elements": ["C", "C", "C", "C", "C", "H", "H", "H", "H", "H", "H", "H", "H", "S"], "xyz": [[1.0455, 0.4808, -1.4331], [0.5430, -0.3452, -0.2873], [-0.9323, -0.7675, -0.3652], [-0.4596, 0.3819, 0.6009], [-0.4633, -0.0085, 1.9303], [0.3912, 0.4562, -2.2943], [2.1048, 0.1708, -1.6310], [1.2051, 1.5654, -1.1791], [1.2770, -0.9623, 0.3378], [-1.5790, -0.5397, -1.3249], [-1.1543, -1.7229, 0.0613], [-0.7949, 1.4053, 0.3717], [-0.3480, -1.0713, 2.0492], [-0.8352, 0.9571, 3.1636]]}